Formula: C4H9NO2S
Source: the OMol25 dataset
Level of theory: the ωB97M-V functional and the def2-TZVPD basis

Cartesian coordinates (Å):
C -2.650 -1.194 1.075
C 0.971 0.402 0.122
S -2.357 0.899 -0.520
H -3.583 -1.962 1.295
O -2.899 -0.681 -0.225
H 1.455 0.542 -2.945
H 2.354 1.761 0.874
H -2.612 -0.376 1.862
H 0.472 -0.184 0.987
H 1.892 -0.156 -0.174
O -2.184 1.540 0.776
H 0.831 2.108 1.253
C 0.464 0.698 -2.385
C 0.152 0.446 -1.136
H -1.639 -1.567 1.114
N 1.409 1.763 0.491
H -0.282 0.867 -3.159

Summary:
HOMO level (alpha / beta): -8.156 / -8.183 eV
multiplicity: 1
E_LUMO (alpha / beta): -0.11 / -0.25 eV
energy above the lowest of the compared OMol25 structures with the same formula, charge and spin: 127.5 kcal per mole
Kohn-Sham gap (alpha / beta): 0.296 / 0.291 Ha


Formula: C22H20ClN3O6S
Source: the OMol25 dataset
Level of theory: the ωB97M-V functional and the def2-TZVPD basis

Cartesian coordinates (Å):
O 3.404 -0.660 2.536
O -1.112 3.713 -1.569
C -4.441 4.295 -2.812
C -2.933 1.203 0.536
C 1.908 -3.912 -0.578
S 3.554 -1.378 1.308
C 0.589 0.587 -0.635
H 4.131 -0.771 -1.422
C -2.088 4.184 -2.126
H 0.968 -0.158 1.345
H 0.144 -2.536 1.309
N -1.923 5.299 -2.941
C -1.603 0.451 0.401
C 1.412 -3.433 4.833
H -0.646 -3.354 5.418
C 0.507 -2.810 2.287
C 1.349 -0.049 0.344
C -0.391 -2.943 3.332
H -1.441 -2.781 3.144
H 2.803 0.377 -3.207
N -0.687 1.084 -0.365
H 3.374 -3.423 3.957
Cl 0.212 1.483 -3.158
H 3.971 -3.595 -0.003
H -3.080 1.455 1.591
H 1.767 -3.666 5.826
C 0.057 -3.256 4.604
H -5.439 3.885 -2.763
H -0.973 5.651 -2.984
C -4.174 5.422 -3.610
C 3.019 -3.848 0.469
H -3.748 0.546 0.210
H 3.120 -4.822 0.959
C 2.405 0.251 -2.212
H 0.974 -4.234 -0.125
H 1.758 -2.939 -1.040
C -3.454 3.701 -2.075
O 4.871 -1.593 0.779
C 3.142 -0.389 -1.230
C 1.864 -2.996 2.515
C 1.138 0.725 -1.916
H -4.957 5.895 -4.176
O -4.667 1.735 -1.499
O -2.937 2.399 -0.217
C -2.900 5.900 -3.645
N 2.825 -2.843 1.485
H 2.182 -4.627 -1.350
C -3.772 2.503 -1.256
O -1.446 -0.624 0.934
C 2.603 -0.533 0.034
C 2.314 -3.303 3.793
H -0.936 1.974 -0.809
H -2.618 6.764 -4.229

Summary:
HOMO level: -8.845 eV
multiplicity: 1
SMILES: CCN(c1ccccc1)S(=O)(=O)c1ccc(Cl)c(NC(=O)COC(=O)c2ccc[nH]c2=O)c1
E_LUMO: -0.52 eV
energy above the lowest of the compared OMol25 structures with the same formula, charge and spin: 0.0 kcal per mole
Kohn-Sham gap: 0.306 Ha